1.
Molecular formula: C41H45N4O3
Method: DFT, ωB97M-V/def2-TZVPD

The geometry in XYZ format:
```
93
Properties=species:S:1:pos:R:3
O -2.33 4.29 9.62
O -10.06 0.70 5.51
O -11.16 -0.53 4.08
N -3.88 2.15 7.16
N -4.42 3.53 9.00
N -10.10 -0.10 4.56
N -0.57 2.13 1.82
C -4.13 -2.27 -1.40
C 0.92 2.12 1.83
C -0.07 -2.00 3.45
C -3.97 -2.31 -0.03
C -7.64 -1.88 2.39
C -3.72 -1.16 -2.11
C -2.32 1.02 0.58
C -0.56 -0.75 3.12
C -3.38 -1.26 0.64
C -0.22 -1.24 0.80
C -6.42 -0.48 3.95
C 0.27 -2.48 1.13
C -0.59 4.57 2.42
C -0.66 -0.36 1.79
C -8.84 -1.45 2.94
C -3.16 -0.09 -1.45
C -5.94 3.56 7.08
C -2.62 2.71 7.77
C -0.15 1.90 10.24
C 1.53 3.25 2.66
C -5.18 0.01 4.46
C -5.81 1.53 8.62
C 1.00 2.38 10.82
C 1.64 3.35 8.74
C -1.24 0.95 1.43
C -7.65 -0.07 4.48
C -0.43 2.13 8.90
C -3.93 1.35 6.07
C 0.93 4.60 2.27
C -5.05 2.67 7.95
C -5.14 4.28 10.01
C -8.84 -0.55 3.99
C 0.34 -2.86 2.46
C -1.69 1.61 8.27
C -5.10 0.85 5.54
C -6.45 -1.40 2.88
C -2.97 -0.12 -0.07
C 0.49 2.86 8.16
C -1.21 3.45 1.58
C -3.05 3.62 8.91
C 1.90 3.12 10.07
H -1.03 5.54 2.15
H -1.43 0.92 7.46
H -6.35 3.03 6.22
H 0.59 -3.15 0.36
H -2.82 0.77 -2.00
H 1.37 5.42 2.85
H -0.30 -0.94 -0.23
H -6.77 3.94 7.67
H 1.26 2.18 0.79
H -2.23 1.01 9.00
H 1.34 3.06 3.73
H -7.64 -2.59 1.58
H -5.37 4.40 6.71
H 0.00 -2.30 4.48
H 2.62 3.26 2.55
H -3.84 -1.13 -3.18
H -0.86 4.41 3.47
H -9.78 -1.81 2.56
H 2.34 3.92 8.15
H 2.80 3.50 10.52
H -2.27 3.36 1.81
H 0.29 3.05 7.12
H -5.15 0.99 9.30
H -0.89 -0.07 3.89
H -6.21 0.82 7.91
H -4.59 -3.10 -1.92
H 1.21 2.19 11.86
H -6.64 1.92 9.20
H -5.75 3.61 10.62
H 0.72 -3.84 2.71
H 1.26 1.14 2.21
H 1.18 4.81 1.22
H -6.02 1.13 6.01
H -4.27 -0.31 3.98
H -5.78 5.02 9.55
H -3.24 -1.30 1.70
H -2.61 1.99 0.22
H -5.52 -1.72 2.45
H -2.12 3.32 7.00
H -4.42 4.78 10.66
H -3.00 1.09 5.59
H -1.12 3.69 0.51
H -0.85 1.34 10.84
H -4.31 -3.17 0.52
H -7.70 0.63 5.29
```

Values from the calculation:
Largest force on an atom ... 3.52 eV/Å
Total charge ... +1
Orbital gap ... 4.415 eV
Multiplicity ... 1
E_LUMO ... -5.06 eV

2.
Molecular formula: C41H46P2Pd
Method: DFT, ωB97M-V/def2-TZVPD

The geometry in XYZ format:
```
90
Properties=species:S:1:pos:R:3
Pd 1.05 -0.50 -1.24
P 1.37 0.26 -9.02
P -0.29 -1.52 -8.73
C -2.62 0.52 -2.23
C 1.16 3.87 -7.12
C -2.43 -2.38 -4.81
C 0.42 -0.18 3.39
C -0.72 -1.16 -6.02
C 2.90 0.01 -1.18
C -2.63 -3.23 -5.91
C -0.21 0.77 -9.78
C -1.82 -2.79 -10.76
C 3.23 1.84 -10.44
C 2.44 -0.14 -11.60
C 0.54 -0.29 1.93
C 3.33 1.73 -12.85
C 0.65 -0.40 0.71
C -1.90 -3.04 -7.08
C -0.64 -2.82 -9.98
C 1.65 1.59 -7.79
C -1.25 1.25 -2.46
C 3.30 2.87 -6.57
C 2.47 4.00 -6.65
C -1.31 -5.02 -11.57
C 2.81 0.43 -12.82
C -1.17 -0.07 -9.30
C -2.90 1.34 1.03
C 1.59 -0.85 4.13
C 2.50 0.65 -10.42
C -0.87 -0.88 3.82
C 0.73 2.64 -7.65
C -2.17 -3.91 -11.52
C 0.41 1.29 3.82
C -0.95 2.30 -0.18
C -0.99 -1.98 -7.15
C -2.38 2.51 0.14
C 3.61 2.42 -11.66
C -3.49 0.24 0.16
C -0.08 -4.99 -10.89
C -1.44 -1.39 -4.86
C -0.45 1.72 -1.30
C 0.27 -3.89 -10.12
C 2.89 1.66 -7.13
C -2.83 -0.22 -0.92
H 3.55 2.22 -13.80
H 0.02 -0.36 -6.09
H 4.29 2.95 -6.10
H -0.76 -1.94 3.60
H 3.52 0.78 -7.08
H 0.46 4.72 -7.11
H -1.21 -0.82 -3.97
H -3.63 1.65 1.79
H 0.63 1.92 -1.49
H -2.67 -0.26 -3.02
H 2.80 1.04 -0.80
H 4.12 3.39 -11.67
H -1.12 -0.79 4.89
H -2.24 -1.15 -0.90
H -2.87 2.54 -0.84
H -1.71 -0.43 3.27
H 3.36 -0.70 -0.45
H 1.21 -3.84 -9.58
H -0.37 1.83 3.28
H -2.57 3.47 0.66
H -2.49 -1.91 -10.74
H -2.05 -3.68 -7.95
H 1.67 -1.91 3.87
H -1.59 -5.90 -12.14
H 2.84 4.98 -6.33
H 3.19 -0.12 -2.25
H -2.24 0.12 -9.16
H 2.52 -0.32 3.92
H 2.70 -0.13 -13.76
H -0.27 2.53 0.66
H -0.30 1.57 -10.50
H -1.43 2.15 -3.07
H -2.05 0.86 1.57
H 2.07 -1.17 -11.56
H 0.20 1.40 4.89
H 1.40 1.71 3.62
H -3.35 -4.05 -5.85
H -3.47 1.22 -2.40
H -3.13 -3.91 -12.06
H -0.61 0.60 -3.08
H -4.35 -0.32 0.59
H -0.30 2.54 -7.98
H 1.39 -0.78 5.21
H -3.07 -2.47 -3.92
H 0.61 -5.84 -10.96
H 3.48 2.33 -9.50
```

Values from the calculation:
<S²> ... 6.027
Energy relative to the best compared isomer or geometry (same formula, charge and spin) ... 151.4 kJ/mol
Largest force on an atom ... 5.27 eV/Å
Total charge ... +2
Orbital gap (alpha / beta) ... 4.888 / 5.197 eV
Multiplicity ... 5
E_LUMO (alpha / beta) ... -6.48 / -8.31 eV

3.
Molecular formula: C41H47N5O8RuS3
Method: DFT, ωB97M-V/def2-TZVPD

The geometry in XYZ format:
```
105
Properties=species:S:1:pos:R:3
Ru 0.27 -0.35 -0.60
S 3.37 -1.80 0.66
S 1.13 -2.91 -1.63
S -0.73 1.39 -2.16
O 0.92 -4.23 -2.17
O 2.26 -0.81 0.47
O 0.71 -2.74 -0.25
O 4.53 -1.16 1.24
O 0.47 -1.82 -2.43
O 2.36 2.29 2.03
O 2.98 -3.04 1.26
O -3.10 -1.87 1.56
N -1.87 -1.08 -0.22
N -0.80 1.19 -4.87
N -0.20 0.01 1.44
N 1.25 1.64 0.11
N -1.44 -0.62 -3.91
C -0.97 -0.95 1.95
C 1.43 2.86 -0.62
C -1.84 4.41 0.35
C -1.14 0.29 -5.88
C 3.51 2.09 -2.03
C 5.11 -1.87 -1.45
C -0.98 0.61 -3.66
C -4.92 -0.46 -2.28
C -2.09 -1.37 1.06
C 2.37 4.24 -2.38
C -3.88 1.04 -0.59
C 2.38 3.04 -1.66
C -4.33 2.23 -1.44
C -2.87 -4.56 -0.43
C 3.81 -2.14 -1.03
C -3.10 -2.52 -1.85
C 1.50 5.27 -2.10
C 1.09 0.09 3.41
C 0.61 5.12 -1.06
C 0.29 -0.89 3.96
C -5.05 -1.64 -2.99
C 0.83 0.50 2.12
C 0.55 3.94 -0.32
C -4.80 0.90 0.63
C 5.47 -2.08 -2.77
C 4.53 -2.56 -3.68
C -1.52 -0.84 -5.27
C -4.15 -2.66 -2.76
C -0.48 3.88 0.80
C 4.35 1.72 -0.81
C 2.87 -2.60 -1.95
C -2.04 -4.62 -2.81
C 3.24 -2.82 -3.28
C -0.36 2.57 -5.07
C -2.25 -3.74 -1.57
C -0.77 -1.42 3.22
C -3.89 -0.26 -1.38
C -0.01 4.66 2.04
C -2.94 -1.30 -1.16
C 3.07 0.86 -2.83
C 1.58 1.57 1.41
H 5.34 1.36 -1.12
H -3.80 -5.03 -0.77
H -3.09 -3.93 0.43
H 1.92 0.54 3.94
H -1.86 -1.78 -5.68
H -1.78 -4.02 -3.68
H -1.22 -5.30 -2.63
H -1.82 5.50 0.22
H 4.16 2.66 -2.70
H 0.48 2.58 -5.77
H -0.06 5.94 -0.81
H 3.88 0.95 -0.22
H 6.48 -1.87 -3.10
H -5.66 0.33 -2.44
H -1.48 -1.32 -3.19
H -2.94 -5.20 -3.04
H 2.49 0.19 -2.22
H 2.47 1.15 -3.69
H 4.82 -2.74 -4.71
H -5.84 0.76 0.30
H -1.08 0.55 -6.92
H -0.04 2.98 -4.12
H -4.27 -3.60 -3.29
H 2.50 -3.20 -3.97
H 4.49 2.59 -0.16
H 3.95 0.31 -3.18
H -5.87 -1.77 -3.69
H -4.52 0.05 1.24
H -2.13 3.96 -0.60
H -0.71 4.53 2.87
H -4.77 1.81 1.24
H -2.60 4.18 1.10
H -0.62 2.83 1.07
H 0.97 4.31 2.36
H -2.87 1.22 -0.24
H -4.30 3.14 -0.84
H 1.53 6.19 -2.68
H 0.48 -1.25 4.96
H 5.81 -1.49 -0.72
H -3.67 2.37 -2.30
H -1.28 -3.40 -1.22
H -2.18 -5.35 -0.12
H -1.43 -2.18 3.61
H -1.17 3.17 -5.47
H 0.06 5.73 1.80
H 3.11 4.37 -3.17
H -5.35 2.11 -1.80
```

Values from the calculation:
<S²> ... 0.758
Energy relative to the best compared isomer or geometry (same formula, charge and spin) ... 0.0 kJ/mol
Largest force on an atom ... 2.96 eV/Å
Total charge ... -1
Orbital gap (alpha / beta) ... 6.828 / 7.643 eV
Multiplicity ... 2
E_LUMO (alpha / beta) ... 1.43 / 1.89 eV

4.
Molecular formula: C41H47N7O2
Method: DFT, ωB97M-V/def2-TZVPD

The geometry in XYZ format:
```
97
Properties=species:S:1:pos:R:3
O 2.12 -2.70 -2.91
O 1.15 6.33 1.10
N -1.73 -2.84 3.79
N -1.07 -4.42 -0.43
N -0.55 3.38 3.46
N 4.53 -2.73 -6.65
N -4.66 2.09 -2.53
N -0.77 0.77 -2.25
N 3.44 1.83 3.29
C 2.40 1.71 5.44
C -2.06 2.02 4.72
C -1.09 2.20 3.75
C -1.97 4.37 5.10
C -4.29 1.18 -3.44
C 0.36 -2.32 2.77
C -5.78 2.75 -2.77
C 1.81 4.05 0.98
C -6.60 2.52 -3.88
C 4.69 2.31 5.27
C 0.37 0.44 0.28
C -5.02 0.88 -4.57
C 3.49 -2.39 -5.88
C 2.40 1.56 4.07
C -0.70 1.30 0.09
C -6.21 1.56 -4.80
C -0.59 4.86 0.50
C 0.13 -0.18 -2.02
C -0.99 4.43 4.12
C -0.88 -2.94 2.78
C -2.67 -3.43 -1.89
C -2.99 -5.66 -1.09
C 0.71 -1.54 3.85
C 3.56 2.14 6.06
C -1.77 -5.55 -0.44
C -0.21 -1.34 4.87
C 0.76 -0.36 -0.79
C 5.43 -1.79 -6.91
C -3.44 -4.59 -1.84
C 4.31 -0.17 -5.59
C 3.35 -1.13 -5.32
C 5.35 -0.50 -6.44
C 1.91 -3.81 -2.47
C -1.24 1.41 -1.18
C 1.09 -4.78 -3.27
C 0.83 5.19 0.83
C 2.46 -4.24 -1.13
C -2.53 3.14 5.38
C -1.50 -3.39 -1.16
C 4.59 2.15 3.90
C -1.41 -2.04 4.80
H 5.65 2.52 5.73
H -0.72 1.34 3.19
H -1.01 5.73 -0.05
H 1.63 3.28 0.24
H 2.53 -0.94 -4.64
H -2.30 5.27 5.60
H -0.93 -2.48 -1.06
H -4.39 -4.64 -2.35
H -2.05 2.13 -1.32
H -3.32 3.01 6.11
H 1.01 -2.45 1.91
H 2.74 -3.15 -5.73
H 2.76 -3.36 -0.55
H 1.02 -4.39 -4.28
H 3.33 -4.85 -1.38
H -6.83 1.35 -5.66
H -3.62 -6.53 -0.98
H 6.10 0.22 -6.72
H -0.02 -0.73 5.74
H -3.08 -2.55 -2.37
H 1.61 -1.03 -0.76
H -7.51 3.08 -4.01
H -2.42 1.03 4.96
H -1.19 -3.56 1.95
H 1.49 1.39 3.50
H 6.28 -2.11 -7.50
H 1.70 -1.09 3.90
H 1.45 1.59 5.95
H -1.26 4.86 1.36
H 0.57 -0.73 -2.85
H 0.11 -4.89 -2.81
H 2.82 4.46 0.88
H -2.15 -1.97 5.59
H 5.41 2.38 3.22
H 4.28 0.81 -5.14
H 0.92 0.40 1.21
H -6.06 3.52 -2.06
H 1.73 3.64 1.98
H -1.36 -6.37 0.14
H 1.74 -4.72 -0.47
H 3.59 2.40 7.11
H -0.48 5.37 3.92
H -4.62 0.22 -5.33
H 1.50 -5.79 -3.25
H -1.07 1.92 0.89
H -0.72 4.02 -0.17
H -3.39 0.63 -3.18
```

Values from the calculation:
Largest force on an atom ... 1.90 eV/Å
Total charge ... 0
Orbital gap ... 9.700 eV
Multiplicity ... 1
Structure (SMILES) ... c1ccncc1.c1ccncc1.c1ccncc1.c1ccncc1.c1ccncc1.c1ccncc1.c1ccncc1.CC(C)=O.CC(C)=O
E_LUMO ... 0.59 eV

5.
Molecular formula: C41H49AgAs2NO
Method: DFT, ωB97M-V/def2-TZVPD

The geometry in XYZ format:
```
95
Properties=species:S:1:pos:R:3
Ag -0.90 0.23 0.51
As 0.58 -1.71 -0.19
As 2.44 1.05 0.33
O -2.66 -0.64 -1.13
N -4.33 -2.20 -0.58
C 6.23 0.21 -2.49
C 3.10 1.96 2.97
C 2.35 -2.57 -3.95
C -1.98 2.84 -0.31
C 6.37 0.15 -1.12
C 1.06 -1.74 -2.10
C 3.90 0.84 -2.22
C 3.67 2.80 3.95
C -1.72 -5.83 0.19
C 3.90 3.44 1.22
C -3.89 -2.52 0.76
C -5.49 -2.88 -1.13
C 0.17 3.83 0.50
C 4.42 4.27 2.20
C 1.61 -1.76 -4.80
C -3.53 1.56 1.09
C 3.30 2.26 1.62
C 0.53 -0.99 -4.31
C -1.45 -5.06 1.33
C 4.00 0.70 -0.84
C -1.32 -5.37 -1.07
C -1.60 3.59 -1.61
C -0.30 -3.43 -0.04
C -0.37 2.29 3.10
C -0.59 -4.19 -1.19
C 2.66 -0.60 1.44
C 0.26 -0.96 -2.96
C 5.23 0.34 -0.31
C 2.10 -2.51 -2.57
C -4.95 1.06 1.33
C -3.21 2.15 -0.16
C -2.55 1.56 2.11
C -4.11 2.04 -1.36
C -2.79 0.81 3.39
C -1.06 2.98 0.73
C 4.28 3.96 3.55
C -0.72 -3.83 1.22
C 5.00 0.58 -3.02
C 2.29 -1.87 0.74
C -1.31 2.26 1.93
C -3.68 -1.30 -1.34
H -0.87 2.53 4.03
H 3.60 2.52 4.98
H 4.77 4.61 4.25
H -0.57 -3.23 2.08
H -3.14 -1.81 1.05
H -3.09 1.47 4.22
H -3.52 1.67 -2.16
H 3.93 3.74 0.20
H -5.75 1.75 1.08
H 0.67 3.45 -0.35
H 7.29 -0.13 -0.61
H -4.93 1.33 -1.20
H 2.49 1.12 3.27
H -5.09 0.74 2.36
H 3.20 -3.12 -4.29
H -1.88 0.35 3.75
H -3.45 -3.48 0.86
H 1.84 -1.74 -5.87
H 3.69 -0.58 1.82
H 2.15 -2.72 1.40
H 0.84 3.72 1.34
H 0.01 -0.36 -5.01
H -0.29 -3.93 -2.21
H -0.64 3.23 -1.98
H 3.00 -2.19 -0.06
H -0.54 -0.33 -2.60
H -5.12 0.18 0.66
H -0.15 4.85 0.36
H 4.86 0.71 -4.05
H -5.35 -3.96 -1.11
H 5.40 0.36 0.79
H -6.41 -2.60 -0.68
H 1.93 -0.52 2.27
H -1.58 -6.01 -1.90
H 2.73 -3.16 -1.90
H -3.52 0.04 3.28
H 7.06 0.05 -3.17
H -1.50 4.67 -1.40
H 0.09 1.30 3.24
H -4.22 -1.10 -2.29
H -2.37 3.51 -2.34
H 3.03 1.26 -2.69
H -1.85 -5.35 2.30
H -4.54 3.01 -1.60
H -2.22 -6.84 0.24
H -5.50 -2.61 -2.18
H -4.69 -2.43 1.50
H 4.88 5.20 1.95
H 0.43 3.01 2.96
```

Values from the calculation:
Largest force on an atom ... 3.00 eV/Å
Total charge ... +1
Orbital gap ... 8.628 eV
Multiplicity ... 1
E_LUMO ... -1.89 eV